(1)
Computed, not measured: a structure of composition C24H24KN8S, with the ωB97M-V functional and the def2-TZVPD basis.

net charge	-1

Structure (XYZ):
```
58
Properties=species:S:1:pos:R:3:forces:R:3:nbo_charge:R:1
K -0.642425 0.330701 -0.147435 -0.1 0.3 -0.1 0.865
C 2.467264 -1.401629 -0.389723 -0.1 0.0 0.0 -0.244
N 2.022084 -0.546236 0.702996 0.1 -0.1 0.1 -0.422
C 2.966235 0.533547 0.978760 -0.1 0.0 0.0 -0.252
C 2.364515 1.937595 1.088735 0.0 -0.2 0.1 0.220
C 3.145542 2.998777 1.540942 0.0 -0.1 0.0 -0.271
C 2.582667 4.261203 1.575849 0.1 0.1 0.0 -0.170
C 1.272797 4.438352 1.157937 -0.1 -0.1 0.0 -0.267
C 0.567022 3.325208 0.724018 0.1 0.0 0.1 0.055
N 1.109619 2.105097 0.705554 0.2 0.3 -0.1 -0.448
C 1.671861 -1.295909 1.903156 0.0 0.1 0.1 -0.258
C 0.950964 -0.443564 2.927857 0.1 0.0 0.0 0.214
C 1.448917 -0.266673 4.213130 0.0 0.0 -0.2 -0.263
C 0.726851 0.510167 5.106161 0.1 0.0 0.2 -0.173
C -0.461680 1.078999 4.696905 -0.1 0.0 -0.2 -0.264
C -0.884050 0.847227 3.390216 0.0 0.1 0.1 0.060
N -0.194950 0.110989 2.529844 0.0 -0.2 0.3 -0.420
C 1.448589 -2.406108 -0.916377 0.0 0.0 0.0 0.215
C 1.873525 -3.412843 -1.781298 0.1 0.1 0.1 -0.268
C 0.920185 -4.229097 -2.359893 0.0 -0.1 -0.1 -0.168
C -0.418696 -4.026103 -2.068949 -0.1 0.1 0.1 -0.266
C -0.748879 -3.011517 -1.183914 0.0 0.0 -0.1 0.087
N 0.170656 -2.237528 -0.611196 0.1 0.0 0.2 -0.451
H 3.398847 -1.942903 -0.147156 0.0 0.0 0.1 0.164
H 2.705566 -0.740297 -1.227810 0.0 0.0 0.0 0.222
H 3.707899 0.565837 0.175912 0.0 0.0 0.0 0.211
H 3.537082 0.323765 1.894939 0.0 0.0 0.0 0.184
H 4.168641 2.830637 1.857901 0.0 0.0 0.0 0.205
H 3.164943 5.105809 1.925490 0.0 0.0 0.0 0.206
H 0.800580 5.411139 1.160144 0.0 0.0 0.0 0.219
H -0.461418 3.395878 0.365581 0.1 0.0 0.0 0.252
H 2.565950 -1.744198 2.369974 0.0 0.0 0.0 0.156
H 0.995834 -2.100128 1.615072 0.0 0.0 0.0 0.247
H 2.387605 -0.725654 4.497261 0.0 0.0 0.0 0.210
H 1.095415 0.670576 6.112533 0.0 0.0 0.0 0.208
H -1.056680 1.693881 5.358495 0.0 0.0 0.0 0.217
H -1.808238 1.276601 3.014162 0.0 0.0 0.0 0.218
H 2.927061 -3.530549 -2.007233 0.0 0.0 0.0 0.205
H 1.218842 -5.010328 -3.049185 0.0 0.0 0.0 0.206
H -1.197583 -4.621450 -2.525043 0.0 0.0 0.0 0.218
H -1.780364 -2.762636 -0.949548 0.0 0.0 0.0 0.236
N -4.546998 0.643491 -2.301735 -0.1 0.1 0.0 -0.702
C -5.245936 -0.136133 -1.281041 0.1 0.2 -0.3 -0.297
C -4.332025 -0.494680 -0.355561 0.3 0.0 0.0 -0.037
N -3.058326 -0.062679 -0.571419 -0.8 -0.2 -0.2 -0.795
C -3.151007 0.752371 -1.784484 0.4 -0.1 0.1 0.150
C -2.193991 0.235676 -2.855606 0.0 0.1 0.3 0.392
N -0.951484 -0.203228 -2.701757 0.0 -0.1 -0.6 -0.571
C -0.482809 -0.434893 -3.980149 -0.1 0.1 0.1 -0.113
C -1.442349 -0.137842 -4.902966 0.0 -0.1 0.1 -0.141
N -2.529758 0.257060 -4.157752 0.0 0.1 -0.2 -0.530
H -4.887752 1.598194 -2.318446 -0.1 0.0 0.0 0.377
H -6.302181 -0.340247 -1.344409 0.0 0.0 0.0 0.176
H -4.552494 -1.103351 0.518710 0.0 0.0 0.0 0.162
H 0.514853 -0.807771 -4.164232 0.0 0.0 0.0 0.180
H -1.459731 -0.201367 -5.977561 0.0 0.0 0.0 0.194
H -3.443213 0.558140 -4.455472 0.0 0.0 0.0 0.432
S -2.663396 2.580646 -1.590910 0.0 -0.5 0.1 -0.769
```
Forces are in eV/Å.


(2)
Computed, not measured: a cluster of 10 separate species, C38H102N6O13 in total at a distorted geometry, with the ωB97M-V functional and the def2-TZVPD basis.

Structure (XYZ):
```
159
Properties=species:S:1:pos:R:3:forces:R:3:mulliken_charge:R:1
C 10.312469 -1.082314 -2.072173 0.2 -0.3 -0.2 -1.077
C 11.103916 -1.474215 -0.811397 -0.3 0.3 -1.2 -0.134
O 11.309101 -0.368388 0.011735 0.1 1.4 0.7 -0.525
H 10.345561 -1.851656 -2.843618 0.0 -0.6 0.3 0.344
H 10.908720 -0.311912 -2.561124 -0.3 0.5 0.2 0.280
H 9.262623 -0.798429 -1.999250 0.2 0.2 0.5 0.302
H 12.071427 -1.691425 -1.263991 0.2 -1.1 0.4 0.168
H 10.685181 -2.192627 -0.106672 -0.1 -1.0 -1.0 0.325
H 11.704068 -0.740811 0.803505 0.1 0.4 0.2 0.317
C -0.228457 -3.358502 7.780113 -0.2 0.7 0.3 -1.068
C -1.618331 -3.944226 7.569315 1.1 0.2 -0.4 -0.115
O -1.709139 -5.114391 8.338994 -0.2 -0.4 0.6 -0.521
H -0.119161 -2.839445 8.732343 -0.1 -0.3 0.3 0.286
H -0.069658 -2.565689 7.049135 0.2 -0.2 -0.3 0.324
H 0.545429 -4.123531 7.717475 -0.1 0.0 -0.2 0.299
H -1.652397 -4.196944 6.509562 -0.5 0.0 -0.2 0.232
H -2.383216 -3.208681 7.818370 -0.2 0.0 0.0 0.267
H -2.536080 -5.566228 8.155626 -0.1 0.0 0.0 0.295
C -9.583714 1.613716 8.036061 -0.9 0.3 -0.5 -1.045
C -9.476097 0.415066 7.134258 -0.3 0.0 -0.8 -0.172
O -9.048077 0.804770 5.829067 0.2 0.3 0.0 -0.527
H -8.703077 2.255672 8.014393 0.2 -0.4 0.6 0.300
H -10.012257 1.293367 8.985715 0.9 0.1 0.5 0.338
H -10.383152 2.269931 7.692002 -0.1 0.0 -0.5 0.282
H -10.471467 -0.005832 6.992179 -0.2 -0.3 0.5 0.242
H -8.801222 -0.363309 7.490297 0.0 0.0 0.4 0.284
H -9.050108 0.000299 5.305215 0.1 0.1 -0.2 0.298
C -4.878199 -1.349043 0.650865 0.6 0.6 -1.2 -0.859
C -5.186040 -2.534018 1.479644 1.2 -0.2 1.4 -0.287
O -6.538370 -2.616555 1.728866 -1.8 -0.5 0.0 -0.513
H -5.363109 -0.444143 1.017089 0.0 -0.2 0.3 0.273
H -5.229945 -1.490140 -0.371129 0.0 0.0 -0.2 0.296
H -3.805263 -1.162803 0.603852 0.1 0.0 0.0 0.260
H -4.694382 -2.414143 2.445062 0.1 0.0 0.2 0.231
H -4.865594 -3.510778 1.117240 0.6 0.1 -0.5 0.288
H -6.865969 -3.041270 0.932687 -0.7 0.0 0.1 0.312
C 2.781123 -8.343754 3.271602 -2.0 0.7 -0.2 -0.666
O 1.384636 -8.106424 2.983198 -0.6 -1.0 -0.7 -0.308
C 0.501117 -9.258502 2.929427 -0.4 0.4 -0.4 -0.549
C -0.612749 -9.092659 1.852440 0.9 1.3 1.0 -0.286
N -1.360332 -10.276977 1.496573 0.9 -0.3 0.9 -0.323
C -1.953319 -10.067943 0.235695 -2.8 0.4 -2.1 -1.023
C -1.205151 -10.556871 -0.984285 -1.1 -1.3 0.4 -0.370
O -0.673613 -11.850360 -0.694192 1.3 -0.6 0.2 -0.413
C -1.547573 -12.995006 -0.522554 0.4 0.4 -1.7 -0.759
H 3.079984 -7.349194 3.602705 0.6 -0.2 -0.2 0.225
H 3.226468 -8.639353 2.321664 0.6 -0.3 0.4 0.264
H 2.867705 -9.028443 4.115290 0.4 -0.3 -0.2 0.297
H 0.095036 -9.287874 3.940536 -0.3 -0.6 -0.1 0.266
H 0.907457 -10.227704 2.640235 1.1 0.0 0.4 0.383
H -0.165132 -8.714816 0.933215 0.5 0.5 0.1 0.301
H -1.287409 -8.335330 2.251664 -0.3 0.1 -0.3 0.224
H -0.734079 -11.042244 1.290953 0.5 -0.4 0.6 0.313
H -2.074652 -9.028387 -0.068780 -0.5 0.4 0.9 0.377
H -2.946541 -10.516933 0.240900 -0.3 0.0 -0.1 0.437
H -0.564397 -9.709785 -1.229177 1.6 -1.1 -0.1 0.350
H -1.824345 -10.665658 -1.874722 -0.6 0.2 0.1 0.345
H -1.854565 -13.397065 -1.488059 -0.7 0.8 -0.6 0.332
H -2.436652 -12.828205 0.085568 0.3 0.0 0.3 0.318
H -0.959183 -13.888710 -0.314752 0.4 0.6 1.4 0.267
C 2.204413 1.151843 -14.534340 -1.1 0.2 -0.2 -0.681
O 1.374162 0.037696 -14.255445 0.3 -1.4 0.0 -0.364
C 2.036334 -1.199875 -13.926363 -0.1 0.2 0.9 -0.729
C 2.579497 -1.260564 -12.500081 0.0 1.4 0.5 -0.552
N 1.582229 -1.093103 -11.397693 0.2 0.3 0.4 -0.322
C 2.047470 -1.649834 -10.132114 1.5 -1.7 -1.0 -1.072
C 3.436128 -1.226933 -9.581442 -1.5 0.2 0.0 -0.321
O 3.292994 0.143569 -9.231552 -1.1 -1.0 0.2 -0.287
C 4.410419 0.737970 -8.651226 0.1 0.3 -1.1 -0.733
H 1.515592 1.879195 -14.963985 -0.1 0.2 0.2 0.255
H 2.913221 1.016917 -15.351341 0.5 -0.5 0.3 0.303
H 2.609384 1.592648 -13.623420 0.5 -0.1 -0.1 0.261
H 2.860962 -1.413063 -14.606531 0.2 0.3 -0.2 0.368
H 1.403301 -2.085926 -13.974209 -0.9 0.6 -0.6 0.374
H 3.375866 -0.517503 -12.458274 0.2 0.4 0.4 0.304
H 3.124828 -2.199239 -12.402048 -0.4 -0.3 0.2 0.482
H 1.370581 -0.150843 -11.101983 0.1 0.7 -1.3 0.307
H 2.097297 -2.693663 -10.442004 0.3 -0.6 0.9 0.484
H 1.368612 -1.587167 -9.281619 -0.4 0.4 -0.5 0.392
H 4.288186 -1.399891 -10.238856 0.0 0.2 -0.4 0.362
H 3.567554 -1.900192 -8.734363 0.3 0.2 0.6 0.358
H 4.226753 1.803755 -8.787069 0.5 0.1 0.2 0.223
H 5.204081 0.379293 -9.306627 1.0 0.5 0.5 0.347
H 4.580956 0.532875 -7.594369 0.0 -0.4 0.0 0.242
C 0.249761 -2.581300 -1.188019 -0.2 -0.2 0.1 -0.767
O 0.434499 -1.502035 -0.330779 2.3 1.4 0.3 -0.295
C 1.796895 -0.906138 -0.578004 -1.8 -0.5 -0.3 -0.571
C 1.758053 0.580573 -0.281887 -0.8 -1.0 2.0 -0.569
N 1.212857 0.720499 1.102356 1.0 -0.5 -1.1 -0.340
C 0.986506 2.085139 1.408223 -0.6 0.5 0.6 -0.781
C 0.547432 2.208111 2.843787 -0.7 0.5 0.5 -0.585
O -0.726920 1.506882 3.089944 2.2 1.6 -1.1 -0.249
C -1.343275 1.954986 4.260632 -1.2 -1.7 0.4 -0.797
H 1.039871 -3.324092 -1.078032 0.2 -0.2 -0.1 0.298
H 0.243839 -2.194892 -2.207212 -0.2 -0.4 -0.4 0.330
H -0.694129 -3.047585 -0.905636 -0.1 0.0 -0.3 0.211
H 2.061330 -1.132483 -1.610939 -0.1 0.3 -0.2 0.455
H 2.546358 -1.420731 0.023324 -0.2 0.0 0.4 0.297
H 1.133137 1.182709 -0.941446 0.2 -0.2 -0.6 0.351
H 2.791651 0.924827 -0.246429 0.0 0.3 -0.3 0.291
H 0.380471 0.165607 1.241361 -0.1 -0.1 -0.2 0.328
H 0.245548 2.604969 0.800892 -0.6 -0.2 -0.5 0.381
H 1.888112 2.658518 1.192699 0.3 0.0 0.5 0.398
H 0.396473 3.260177 3.085577 -0.2 0.2 -0.1 0.428
H 1.349833 1.886167 3.507560 -0.1 -0.6 0.2 0.321
H -1.626998 2.992563 4.436778 0.7 0.5 -0.7 0.305
H -0.817605 1.558099 5.129111 0.1 0.2 0.3 0.298
H -2.292656 1.425608 4.179669 -0.2 0.0 0.6 0.258
C -2.366361 2.935662 -6.795749 -0.2 0.9 -1.6 -1.361
C -3.522137 3.125757 -5.836552 -0.2 -2.7 -0.2 0.538
C -4.563463 1.974008 -5.831482 -0.2 1.4 1.1 -0.681
O -5.476196 2.227948 -6.840076 -1.0 -0.5 -2.3 -0.352
C -6.245504 1.145419 -7.404941 0.2 0.6 1.2 -0.710
N -2.848089 3.047139 -4.577079 0.3 0.8 1.3 -0.715
H -2.681406 2.951460 -7.839110 -0.1 0.3 -0.1 0.351
H -1.701346 2.073864 -6.739570 -0.5 -0.3 0.8 0.339
H -1.733000 3.800192 -6.596866 0.3 0.1 -0.5 0.353
H -4.006340 4.098401 -5.923826 -0.3 -0.1 -0.7 0.237
H -5.148353 2.079547 -4.917782 0.1 0.0 0.7 0.281
H -4.106561 0.991083 -5.716601 0.2 -0.2 -0.9 0.383
H -6.346298 0.376755 -6.638706 0.4 -0.6 -0.3 0.342
H -5.833362 0.825116 -8.361835 0.1 -0.3 0.2 0.234
H -7.281186 1.450675 -7.554230 0.1 0.5 -0.2 0.241
H -2.177338 3.787078 -4.727687 0.8 0.0 0.9 0.263
H -3.468622 3.428260 -3.877224 -0.1 -0.1 0.5 0.256
C 3.582590 6.344812 14.898793 0.8 -1.3 -0.2 -1.258
C 3.956291 4.776713 14.856883 -0.6 1.1 0.5 0.489
C 5.186626 4.492594 14.005338 0.4 0.1 -1.9 -0.829
O 5.119664 4.971600 12.566928 0.4 -0.8 2.1 -0.392
C 3.959118 4.469731 11.892462 0.6 1.4 0.0 -0.691
N 4.061381 4.293491 16.274951 0.8 0.3 -0.5 -0.693
H 3.872502 6.958013 14.045552 -0.2 -0.7 -0.7 0.337
H 4.246293 6.790237 15.639879 -0.4 -0.1 0.6 0.413
H 2.524257 6.515272 15.096242 0.2 -0.1 0.3 0.282
H 3.158108 4.134429 14.484774 -0.3 0.6 -0.4 0.247
H 5.424348 3.436333 13.879222 -0.5 -0.4 0.4 0.402
H 6.087695 4.869460 14.489263 0.0 0.7 -0.4 0.381
H 4.127479 4.472867 10.815542 0.5 -0.3 0.0 0.257
H 3.251209 5.288466 12.021409 -1.0 -0.7 0.2 0.229
H 3.663897 3.468775 12.207157 -0.2 0.2 0.2 0.309
H 4.430156 5.007736 16.886483 -0.3 0.7 0.0 0.289
H 4.825979 3.637753 16.349041 0.0 -0.8 -0.3 0.228
C -1.564725 9.255688 -1.014437 -0.6 1.1 -0.9 -1.315
C -1.700487 10.696407 -1.655690 3.2 -2.2 -1.6 0.316
C -2.183842 10.683792 -3.138197 0.4 -0.6 0.6 -0.666
O -1.264028 9.831369 -3.884389 -1.0 0.9 -0.9 -0.290
C -1.337293 9.900615 -5.356608 0.5 -0.5 1.5 -0.741
N -2.329708 11.610275 -0.796084 -1.6 0.6 -0.1 -0.645
H -0.977075 8.580646 -1.636594 0.1 0.1 0.1 0.347
H -2.558881 8.824372 -0.897300 -0.1 -0.1 0.1 0.301
H -1.115732 9.387103 -0.029949 0.1 -0.2 0.0 0.383
H -0.678055 11.070337 -1.709642 0.5 -0.3 -0.4 0.161
H -2.275669 11.710482 -3.492566 0.6 0.2 -0.3 0.405
H -3.208628 10.318442 -3.204731 -0.2 -0.6 0.0 0.340
H -2.296620 9.599227 -5.777289 -0.4 0.5 0.3 0.297
H -0.659232 9.128219 -5.719547 0.2 0.1 0.2 0.249
H -0.967656 10.861456 -5.714748 -0.3 0.1 0.0 0.292
H -3.288914 11.521297 -1.099570 -0.8 0.5 1.0 0.285
H -2.217196 11.186312 0.113705 -0.5 0.5 0.4 0.279
```
Forces are in eV/Å.


ΔE to the lowest compared entry with this formula, charge and spin (computed, eV): 0.0000 5.4863
Gap between HOMO and LUMO (computed, eV): 3.24 9.08